99
Properties=species:S:1:pos:R:3:forces:R:3 method="wB97M-V/def2-TZVPD" charge=+1 homo_ev=-11.7278 spin_multiplicity=1
C -3.965 4.766 -0.347 0.3 -0.2 0.0
N -2.920 5.411 -1.218 -0.7 0.0 -0.1
C -2.473 4.457 -2.298 0.3 -0.2 -0.5
C -1.115 3.758 -2.072 -0.2 -0.1 0.5
C -0.324 4.078 -0.777 0.2 0.2 0.0
C -1.045 4.933 0.279 0.7 -0.8 -0.9
Br 0.316 5.702 1.405 -0.3 0.2 0.3
C -1.806 6.029 -0.426 -0.1 -0.2 0.5
H -3.648 3.753 -0.120 0.1 0.0 0.2
H -4.079 5.356 0.556 -0.1 0.0 0.0
H -4.894 4.694 -0.903 0.0 0.2 0.0
H -3.411 6.171 -1.684 0.2 0.1 -0.1
H -3.261 3.717 -2.400 -0.1 0.0 0.1
H -2.456 4.986 -3.248 0.0 0.3 0.1
H -0.473 3.987 -2.916 0.0 0.0 -0.1
H -1.302 2.688 -2.095 0.0 0.0 -0.1
H 0.024 3.157 -0.315 0.0 -0.1 0.0
H 0.583 4.620 -1.042 0.0 0.0 -0.1
H -1.663 4.278 0.887 -0.2 0.4 0.3
H -2.259 6.710 0.291 0.0 0.2 -0.1
H -1.162 6.570 -1.118 0.0 0.1 0.0
O 6.014 2.673 -0.886 1.6 -1.4 -0.5
P 5.011 1.626 -0.682 -3.8 1.9 1.6
O 3.842 1.715 -1.775 0.3 -0.4 -0.1
C 4.164 1.478 -3.157 0.1 -0.1 -0.3
C 4.482 0.025 -3.451 0.1 0.0 0.2
O 4.157 2.068 0.623 0.1 -0.2 0.0
C 4.528 3.200 1.410 0.0 0.3 0.0
C 3.821 4.449 0.924 -0.2 -0.1 0.0
O 4.976 0.074 -0.353 1.8 -0.1 -0.8
C 6.176 -0.570 0.154 0.3 -0.1 0.2
C 6.626 0.012 1.478 -0.1 0.2 0.0
H 4.993 2.125 -3.453 0.0 0.0 0.1
H 3.285 1.786 -3.723 0.0 0.1 0.1
H 5.417 -0.280 -2.980 0.0 0.0 -0.1
H 4.584 -0.129 -4.526 0.0 0.0 0.0
H 3.697 -0.628 -3.071 0.0 0.0 0.0
H 5.608 3.337 1.423 0.0 -0.1 -0.2
H 4.223 2.972 2.433 0.0 -0.1 0.0
H 3.877 4.541 -0.161 0.2 0.0 0.0
H 4.250 5.346 1.372 0.0 0.0 0.0
H 2.766 4.388 1.189 0.0 0.1 0.0
H 6.969 -0.491 -0.592 -0.1 0.0 0.0
H 5.930 -1.624 0.262 -0.2 0.0 -0.1
H 6.951 1.049 1.365 0.0 0.0 0.0
H 7.464 -0.560 1.875 0.0 0.0 0.0
H 5.810 0.000 2.201 0.0 -0.1 0.0
O -1.369 -0.066 4.602 0.6 2.5 -0.9
P -1.312 -0.612 3.238 -1.1 -5.4 0.5
O -2.763 -1.255 2.933 0.3 0.4 -0.3
C -3.903 -0.402 2.852 -0.2 0.1 0.1
C -3.907 0.471 1.606 0.2 0.1 0.0
O -0.424 -1.947 3.333 0.3 0.4 -0.2
C 0.322 -2.265 4.516 0.0 -0.2 0.3
C -0.481 -3.133 5.462 -0.1 -0.2 -0.1
O -0.933 -0.336 1.696 0.1 2.3 0.7
C 0.002 0.712 1.370 0.3 0.1 0.0
C 1.376 0.484 1.965 0.0 -0.1 0.2
H -3.965 0.215 3.753 0.0 0.0 0.0
H -4.770 -1.060 2.840 0.0 -0.1 0.0
H -3.105 1.216 1.643 0.0 0.0 0.0
H -4.858 1.000 1.520 0.0 -0.1 0.0
H -3.751 -0.135 0.713 -0.1 0.0 0.0
H 0.665 -1.357 5.011 -0.2 0.1 0.0
H 1.211 -2.801 4.180 0.0 0.0 -0.1
H -1.493 -2.750 5.587 0.1 0.2 0.1
H -0.001 -3.181 6.440 0.0 0.0 0.0
H -0.566 -4.149 5.074 0.0 0.0 0.0
H -0.407 1.672 1.707 0.0 0.0 0.0
H 0.067 0.740 0.282 -0.1 -0.2 0.0
H 1.345 0.531 3.057 0.0 0.0 0.0
H 2.077 1.243 1.615 0.0 -0.1 -0.1
H 1.753 -0.500 1.689 0.0 0.0 -0.1
O -0.817 -5.182 -2.269 1.0 1.9 0.7
P -2.112 -4.822 -1.684 -3.2 -3.2 -1.3
O -2.504 -5.775 -0.472 0.3 0.5 0.2
C -1.680 -5.761 0.709 0.1 0.0 0.3
C -1.818 -4.474 1.497 0.0 0.1 -0.2
O -3.237 -5.269 -2.750 0.1 0.3 0.0
C -2.881 -5.785 -4.034 0.0 -0.3 -0.2
C -2.773 -7.297 -4.017 -0.2 -0.1 0.1
O -2.869 -3.479 -1.251 1.8 0.7 0.2
C -2.370 -2.214 -1.721 0.1 0.2 -0.1
C -2.397 -2.106 -3.234 0.0 -0.2 -0.1
H -0.639 -5.934 0.426 0.0 0.0 -0.1
H -2.004 -6.608 1.310 -0.1 0.0 -0.1
H -1.403 -3.629 0.944 0.0 0.0 0.1
H -1.285 -4.541 2.445 0.0 0.0 0.0
H -2.865 -4.247 1.694 0.0 0.0 0.1
H -1.956 -5.331 -4.389 0.1 0.0 0.2
H -3.673 -5.476 -4.719 -0.1 0.0 0.1
H -2.204 -7.641 -3.154 0.1 0.1 -0.1
H -2.288 -7.658 -4.925 0.0 0.0 0.0
H -3.763 -7.751 -3.955 0.0 0.0 0.0
H -1.356 -2.061 -1.340 0.0 0.0 0.0
H -3.007 -1.453 -1.273 -0.1 -0.1 0.1
H -1.701 -2.812 -3.694 0.0 0.0 0.0
H -2.109 -1.101 -3.547 0.0 0.0 0.0
H -3.391 -2.330 -3.618 0.0 0.1 0.0



93
Properties=species:S:1:pos:R:3:forces:R:3 method="wB97M-V/def2-TZVPD" relative_energy_kcal_mol=0.0 charge=-1 homo_ev=-1.3479 spin_multiplicity=1
C -1.146 5.508 1.510 0.0 -0.2 0.1
C -0.613 6.585 2.441 0.1 0.2 0.0
C 0.802 6.367 2.965 0.1 -0.1 0.1
C 1.878 6.713 1.953 -0.1 0.0 -0.1
F 1.068 7.177 4.133 0.0 0.0 -0.1
H -1.173 4.535 2.040 0.0 0.0 0.0
H -0.487 5.376 0.637 -0.1 0.1 -0.1
H -0.608 7.560 1.927 -0.1 0.0 0.1
H -1.252 6.711 3.324 0.0 -0.1 0.0
H 0.899 5.339 3.324 0.0 0.0 0.0
H 2.802 6.144 2.075 0.0 0.0 0.1
H 2.111 7.776 2.043 0.0 0.0 0.0
H 1.487 6.523 0.952 0.1 0.0 0.0
C -1.210 1.761 -3.766 0.0 0.1 0.0
O -1.275 1.025 -2.563 0.0 -0.1 0.0
C -0.414 1.527 -1.544 0.1 0.0 -0.1
C -1.080 2.518 -0.618 0.0 0.0 0.4
O -1.457 3.699 -1.278 0.1 -0.2 -0.5
C -2.847 3.853 -1.435 -0.1 0.2 0.2
H -2.044 1.437 -4.389 0.0 0.0 0.0
H -1.290 2.834 -3.585 0.0 0.0 0.0
H -0.272 1.565 -4.304 0.0 0.0 0.0
H 0.468 1.994 -2.003 0.0 0.0 0.0
H -0.076 0.665 -0.963 0.0 0.1 0.0
H -0.368 2.798 0.168 0.0 0.0 0.0
H -1.941 2.047 -0.130 0.0 0.0 0.0
H -3.323 4.026 -0.464 0.0 0.0 0.0
H -3.299 2.984 -1.933 0.0 0.0 0.0
H -3.000 4.744 -2.043 0.0 0.0 0.0
C 3.014 -0.219 -1.297 0.0 0.0 0.0
O 1.980 -0.997 -1.871 0.0 -0.1 0.1
C 1.620 -0.596 -3.180 0.0 0.2 0.0
C 2.231 -1.480 -4.236 -0.1 -0.3 -0.1
O 3.648 -1.438 -4.267 0.0 0.1 0.1
C 4.262 -2.484 -3.544 0.0 0.0 0.0
H 3.343 -0.734 -0.396 0.0 0.0 0.0
H 3.860 -0.110 -1.982 0.0 0.0 0.0
H 2.653 0.778 -1.022 0.0 0.0 0.0
H 1.905 0.449 -3.348 0.0 0.0 0.0
H 0.530 -0.657 -3.257 0.0 0.0 0.0
H 1.867 -1.171 -5.219 0.0 0.0 0.0
H 1.881 -2.506 -4.069 0.1 0.0 -0.1
H 4.164 -3.441 -4.071 0.0 0.0 0.0
H 3.834 -2.590 -2.544 0.0 0.0 0.0
H 5.320 -2.238 -3.458 0.0 0.0 0.0
C -1.111 -5.122 -2.974 0.0 0.0 0.0
O -2.160 -4.267 -3.385 0.0 -0.1 -0.1
C -1.785 -2.902 -3.457 0.2 0.0 0.1
C -1.458 -2.468 -4.870 -0.1 0.2 -0.1
O -0.350 -3.163 -5.423 0.0 0.0 0.2
C -0.700 -4.146 -6.371 -0.1 -0.1 0.0
H -1.421 -6.146 -3.181 0.0 0.0 0.0
H -0.185 -4.911 -3.513 0.0 0.0 0.0
H -0.923 -5.027 -1.898 0.0 0.0 0.0
H -0.921 -2.708 -2.810 0.0 0.0 0.0
H -2.617 -2.299 -3.086 0.0 0.0 0.0
H -1.210 -1.401 -4.841 0.0 0.0 0.0
H -2.334 -2.592 -5.514 0.0 0.0 0.0
H -1.001 -3.694 -7.324 0.0 0.0 0.0
H -1.514 -4.781 -6.008 0.0 0.0 0.0
H 0.184 -4.759 -6.540 0.0 0.0 0.0
C -0.067 -1.305 1.232 0.0 0.0 0.0
O -1.412 -1.751 1.176 -0.1 0.0 0.0
C -1.600 -2.936 0.429 0.0 0.0 -0.1
C -1.729 -4.157 1.319 -0.1 0.1 0.1
O -0.551 -4.423 2.058 0.0 0.0 0.0
C -0.525 -3.760 3.308 0.1 0.1 0.1
H -0.014 -0.532 1.997 0.0 0.0 -0.1
H 0.612 -2.120 1.501 0.0 0.0 0.0
H 0.248 -0.889 0.274 0.0 -0.1 -0.1
H -0.777 -3.075 -0.282 0.0 0.0 0.0
H -2.526 -2.825 -0.146 0.0 0.0 0.0
H -1.936 -5.035 0.701 0.0 0.0 0.0
H -2.578 -4.012 1.999 0.0 0.0 0.0
H -1.181 -4.251 4.038 0.0 0.0 -0.1
H -0.824 -2.716 3.208 0.0 -0.1 0.1
H 0.501 -3.797 3.672 0.0 0.0 0.0
C 1.069 1.845 6.929 0.0 0.1 0.0
O -0.229 1.288 6.858 0.0 -0.1 0.1
C -0.747 1.218 5.541 0.0 0.1 -0.1
C -0.615 -0.166 4.944 -0.1 -0.1 0.0
O 0.737 -0.566 4.793 0.1 0.0 0.0
C 1.209 -1.416 5.815 0.0 0.0 0.0
H 1.443 1.659 7.935 0.0 0.0 0.0
H 1.744 1.388 6.202 0.0 0.0 0.0
H 1.046 2.926 6.754 0.0 0.0 0.0
H -0.249 1.947 4.893 0.0 0.0 0.0
H -1.808 1.479 5.584 0.0 0.0 0.0
H -1.075 -0.163 3.951 0.0 0.0 0.0
H -1.157 -0.890 5.565 0.0 0.0 0.0
H 0.825 -2.436 5.689 0.0 0.0 0.0
H 0.929 -1.056 6.809 0.0 0.0 0.0
H 2.295 -1.443 5.736 0.0 0.0 0.0